DFT (ωB97M-V with the def2-TZVPD basis set) results for 2 unconnected molecules or ions with the total composition C4H11NO3 at a distorted geometry.

XYZ file:
```
19
Properties=species:S:1:pos:R:3
C -0.3372 -1.0261 0.8402
N 0.6981 -0.1817 0.1609
C -0.4492 1.8206 -0.7960
C 0.1933 0.4180 -1.0331
C -0.2658 -0.7368 -1.9551
O -0.0804 -0.5902 -3.2788
O -0.8198 -1.7459 -1.6057
H 0.0513 -1.9724 0.3219
H -1.3864 -0.9402 0.5330
H -0.1722 -1.1510 2.0004
H 1.1620 0.4779 0.8660
H -0.5978 2.1903 0.2407
H 0.0380 2.5397 -1.4165
H -1.4786 1.8174 -1.1852
H 1.2541 0.7618 -1.4830
H 0.4905 -1.1403 -3.7424
H 0.1770 -0.9097 3.8572
H 1.1744 0.2687 3.7999
O 0.3488 0.0998 3.8756
```

Summary:
SMILES: CN[C@H](C)C(=O)O.O
LUMO level: 0.709 eV
largest force on an atom: 10.465 eV Å⁻¹
total charge: 0
molar mass: 121.1 g mol⁻¹

Atom charges from the Mulliken analysis, given in e for atoms 1 to 2: C -0.310; N -0.396

---

DFT (ωB97M-V with the def2-TZVPD basis set) results for C4H8O2 in the gas phase at a distorted geometry.

XYZ file:
```
14
Properties=species:S:1:pos:R:3
C 0.2908 1.1855 -1.4164
O -0.4108 1.1262 -0.0080
C 0.0813 0.2848 1.0220
C -0.8232 -0.7991 1.5813
C 0.1978 -1.1629 0.5616
O -0.1774 -1.3217 -0.7567
H -0.0390 2.1683 -1.7051
H 0.0441 0.5480 -2.3243
H 1.3716 1.0929 -1.2968
H 0.8499 0.6940 1.6877
H -1.8674 -0.7906 1.2909
H -0.6300 -1.1412 2.5981
H 1.0939 -1.7111 0.8333
H -0.2829 -0.4057 -1.0699
```

Summary:
SMILES: CO[C@H]1C[C@H]1O
LUMO level: 0.971 eV
largest force on an atom: 1.616 eV Å⁻¹
total charge: 0
molar mass: 88.1 g mol⁻¹

Atom charges from the Mulliken analysis, given in e for atoms 1 to 2: C -0.786; O -0.458

---

DFT (ωB97M-V with the def2-TZVPD basis set) results for C4H7NO2 in the gas phase at a distorted geometry.

XYZ file:
```
14
Properties=species:S:1:pos:R:3
O -0.0073 -1.8094 -0.9520
C -0.0019 -0.6242 -0.7630
N 1.3620 -0.1058 -0.8427
C 1.9142 1.1945 -0.5134
O 3.0497 1.5447 -0.7698
C -1.1099 0.1469 -0.1499
C -1.4529 -0.5142 1.1678
H 2.1457 -0.7070 -1.0490
H 1.2137 1.6842 0.1520
H -2.1011 0.3076 -0.7718
H -0.5208 1.1693 0.0285
H -1.7455 -1.7036 0.9342
H -0.4763 -0.5324 1.7216
H -2.2694 -0.0508 1.8076
```

Summary:
SMILES: CCC(=O)NC=O
LUMO level: 0.694 eV
largest force on an atom: 3.694 eV Å⁻¹
total charge: 0
molar mass: 101.1 g mol⁻¹

Atom charges from the Mulliken analysis, given in e for atoms 1 to 2: O -0.544; C 0.533

---

DFT (ωB97M-V with the def2-TZVPD basis set) results for 3 unconnected molecules or ions with the total composition C5H18N2O2 at a distorted geometry.

XYZ file:
```
27
Properties=species:S:1:pos:R:3
N -1.2111 -1.4342 0.5085
C -2.1306 0.9540 -1.0772
C -0.9725 0.9983 -0.0897
C -1.1276 -0.0841 0.9999
C 0.0394 -0.0826 2.0910
N 0.8769 1.0921 2.2089
C 2.0125 1.1451 1.2791
H -0.4405 -1.7469 -0.0567
H -2.0761 -1.6143 0.0300
H -3.0565 1.3154 -0.6358
H -1.8827 1.6112 -1.9017
H -2.2990 -0.0182 -1.5372
H -0.0293 0.8043 -0.6068
H -0.8857 1.9756 0.3637
H -2.0100 0.1374 1.5998
H -0.4591 -0.3070 3.0230
H 0.6590 -0.9436 1.8499
H 0.3406 1.9439 2.2530
H 2.2337 2.1842 1.0447
H 2.8975 0.7509 1.7712
H 1.8122 0.4717 0.4435
H -0.5040 -2.3973 -3.0322
H 0.8726 -1.9757 -2.3819
O 0.0243 -2.4327 -2.2330
H 3.0495 -1.2089 -1.7154
H 1.8699 -0.2480 -1.8468
O 2.3967 -0.8903 -2.3520
```

Summary:
SMILES: CC[C@@H](N)CNC.O.O
LUMO level: 0.513 eV
largest force on an atom: 1.614 eV Å⁻¹
total charge: 0
molar mass: 138.2 g mol⁻¹

Atom charges from the Mulliken analysis, given in e for atoms 1 to 2: N -0.580; C -1.532

---

DFT (ωB97M-V with the def2-TZVPD basis set) results for a molecular structure, C47H48N6O2S8Tl.

XYZ file:
```
112
Properties=species:S:1:pos:R:3
Tl -1.7757 -0.8836 0.2314
C 1.2168 -4.2627 2.9605
C 0.2349 -3.2469 2.4419
N 0.1630 -2.8667 1.2257
N 1.0787 -3.3265 0.3370
C 0.8107 -3.2963 -1.0013
N 1.8812 -3.5528 -1.7803
S -0.7140 -3.0801 -1.6243
C -0.7467 -2.6262 3.3727
C -0.5049 -2.5890 4.7416
C -1.4353 -1.9843 5.5728
C -2.5852 -1.4537 5.0181
C -2.7418 -1.5333 3.6409
N -1.8474 -2.0916 2.8352
H 1.3972 -5.0275 2.2038
H 0.8202 -4.7623 3.8407
H 2.1776 -3.8142 3.2275
H 1.9460 -3.7353 0.6564
H 2.8126 -3.3770 -1.4343
H 1.7346 -3.4128 -2.7667
H 0.4057 -3.0018 5.1541
H -1.2601 -1.9303 6.6392
H -3.3377 -0.9744 5.6289
H -3.6227 -1.1238 3.1568
S -1.8222 1.7641 2.4931
S -1.8167 3.4547 1.5908
S -3.5917 3.5678 0.4920
S -4.5284 1.9211 0.7351
C 8.0176 -1.4463 1.8092
C 6.6451 -1.1347 1.2781
C 5.5066 -1.6706 1.8712
C 4.2414 -1.3729 1.3812
C 4.1129 -0.5292 0.2902
C 5.2336 0.0046 -0.3277
C 6.4877 -0.2933 0.1748
S 2.4885 -0.1717 -0.3980
O 2.7326 0.0755 -1.8443
C 2.1893 1.3796 0.4809
C 2.1239 1.2283 1.8867
C 1.8864 2.2987 2.6854
C 1.6183 3.5672 2.1161
C 1.2770 4.6732 2.9305
C 0.9149 5.8646 2.3719
C 0.8820 6.0007 0.9691
C 1.2399 4.9598 0.1588
C 1.6298 3.7115 0.7076
C 1.9676 2.5866 -0.1236
C 2.0161 2.8210 -1.6007
C 3.0898 3.5930 -2.1338
C 4.2062 3.9722 -1.3436
C 5.2222 4.7083 -1.8805
C 5.1797 5.1070 -3.2346
C 4.1290 4.7406 -4.0232
C 3.0642 3.9672 -3.4989
C 1.9712 3.5723 -4.3060
C 0.9733 2.7998 -3.7948
C 1.0069 2.4141 -2.4389
S -0.2327 1.3259 -1.7225
O -1.4253 2.1455 -1.3488
C -0.6941 0.3674 -3.1583
C -2.0426 0.1190 -3.3395
C -2.4458 -0.7677 -4.3307
C -1.5152 -1.4061 -5.1401
C -1.9427 -2.4146 -6.1703
C -0.1612 -1.1219 -4.9516
C 0.2591 -0.2590 -3.9573
H 7.9658 -2.1132 2.6680
H 8.5267 -0.5317 2.1167
H 8.6331 -1.9184 1.0423
H 5.6091 -2.3284 2.7266
H 3.3579 -1.7889 1.8547
H 5.1073 0.6426 -1.1949
H 7.3651 0.1318 -0.2987
H 2.2694 0.2485 2.3251
H 1.8598 2.1877 3.7625
H 1.2916 4.5482 4.0068
H 0.6409 6.7027 2.9994
H 0.5701 6.9392 0.5294
H 1.2067 5.0825 -0.9150
H 4.2468 3.6658 -0.3059
H 6.0684 4.9895 -1.2672
H 5.9880 5.6992 -3.6428
H 4.0945 5.0323 -5.0660
H 1.9436 3.8855 -5.3428
H 0.1419 2.4955 -4.4157
H -2.7651 0.6393 -2.7216
H -3.5009 -0.9720 -4.4675
H -3.0087 -2.3413 -6.3797
H -1.7411 -3.4247 -5.8066
H -1.3946 -2.2838 -7.1035
H 0.5746 -1.6022 -5.5874
H 1.3131 -0.0722 -3.7911
C -5.7740 -3.8437 3.3704
C -5.8975 -3.9205 1.8564
N -6.2768 -2.6299 1.2906
C -5.6188 -1.9554 0.3408
S -4.2182 -2.5555 -0.4198
N -6.1139 -0.7624 -0.0370
C -7.4626 -0.2463 0.1859
C -8.4327 -0.7000 -0.8994
H -5.4930 -4.8191 3.7673
H -6.7199 -3.5536 3.8325
H -5.0105 -3.1204 3.6562
H -6.6494 -4.6603 1.5750
H -4.9546 -4.2086 1.4015
H -7.1086 -2.2137 1.6762
H -5.6053 -0.3478 -0.8021
H -7.3870 0.8407 0.2012
H -7.8200 -0.5485 1.1695
H -8.1278 -0.3063 -1.8694
H -9.4411 -0.3438 -0.6876
H -8.4543 -1.7886 -0.9665
```

Summary:
LUMO level (alpha / beta): -3.688 / -3.636 eV
largest force on an atom: 0.434 eV Å⁻¹
total charge: +1
molar mass: 1189.9 g mol⁻¹

Atom charges from the Mulliken analysis, given in e for atoms 1 to 2: Tl 0.644; C -1.955

---

DFT (ωB97M-V with the def2-TZVPD basis set) results for a molecular structure, C4H6O3Ru at a distorted geometry.

XYZ file:
```
14
Properties=species:S:1:pos:R:3
H 0.3373 1.5364 -2.5277
O 0.6842 0.3822 -0.5996
C -0.1204 -0.1029 0.4408
O -0.8494 -1.0490 0.2547
Ru -2.1518 -2.3796 0.3792
O 0.0965 0.6034 1.4561
C -0.3998 0.1910 2.7624
H -1.4938 0.2298 2.7448
H -0.0295 -0.8181 2.9699
H 0.0170 0.9200 3.4579
C 0.2499 0.4148 -1.7960
C 1.0791 0.2656 -2.9263
H 2.0384 -0.2353 -2.7620
H 0.5422 0.0416 -3.8542
```

Summary:
LUMO level (alpha / beta): -19.158 / -24.869 eV
spin multiplicity: 7
largest force on an atom: 4.966 eV Å⁻¹
total charge: +4
expectation value of S²: 12.024
molar mass: 203.2 g mol⁻¹

Atom charges from the Mulliken analysis, given in e for atoms 1 to 2: H 0.476; O 0.051

---

Across the entries above, relative energy (zero: lowest compared OMol25 entry of this formula, charge and spin) takes the values 98.0 85.8 40.4 13.8 0.0 0.0 kcal/mol, respectively.
Across the entries above, DFT total energy takes the values -439.36977 -307.57564 -361.81653 -461.26521 -5656.66024 -474.11673 Eh, respectively.